Run one
Molecular formula: C11H14N2O4
Method: DFT, ωB97M-V/def2-TZVPD

Each line ends with the natural charge from an NBO analysis.
Element x y z (Å)
C (-0.782, -0.332, -3.475)  -0.343
C (-0.305, 0.800, -2.515)  0.646
C (-1.405, -0.240, -0.603)  -0.146
C (-1.934, 0.353, 0.742)  0.809
C (-0.449, -1.394, -0.321)  -0.437
C (0.596, -0.933, 0.651)  -0.085
C (1.632, -0.084, 0.270)  -0.180
C (0.532, -1.275, 2.041)  -0.178
C (2.612, 0.339, 1.142)  -0.292
C (1.519, -0.895, 2.937)  -0.262
C (2.590, -0.131, 2.438)  0.299
H (-2.349, 0.577, -4.569)  0.363
H (-2.731, 0.030, -3.106)  0.337
H (-0.779, -1.430, -3.180)  0.214
H (-0.119, -0.286, -4.428)  0.235
H (-0.363, 1.642, -0.694)  0.447
H (-2.303, -0.618, -1.124)  0.230
H (0.107, -1.569, -1.303)  0.234
H (-0.991, -2.331, 0.088)  0.245
H (1.736, 0.140, -0.872)  0.223
H (-0.388, -1.793, 2.377)  0.210
H (3.439, 0.898, 0.754)  0.220
H (1.373, -1.018, 4.010)  0.232
H (4.275, 0.469, 3.036)  0.477
H (-3.120, -0.078, 2.173)  0.500
N (-2.161, -0.226, -3.962)  -0.812
N (-0.789, 0.888, -1.277)  -0.624
O (0.517, 1.650, -2.964)  -0.626
O (-1.661, 1.419, 1.221)  -0.571
O (3.416, 0.359, 3.383)  -0.668
O (-2.868, -0.493, 1.319)  -0.699

SMILES string = NCC(=O)N[C@@H](Cc1ccc(O)cc1)C(=O)O
HOMO level = -8.747 eV


Run two
Molecular formula: C11H14N2O4
Method: DFT, ωB97M-V/def2-TZVPD

Each line ends with the natural charge from an NBO analysis.
Element x y z (Å)
C (-3.531, -1.235, 0.549)  -0.329
C (-3.301, -0.497, -0.959)  0.696
C (-0.976, 0.258, -0.262)  -0.155
C (-0.977, 1.668, 0.417)  0.784
C (0.186, 0.201, -1.223)  -0.412
C (1.561, 0.110, -0.583)  -0.077
C (2.600, 1.071, -0.975)  -0.150
C (1.985, -0.996, 0.109)  -0.181
C (3.760, 0.989, -0.370)  -0.265
C (3.357, -1.149, 0.551)  -0.334
C (4.294, -0.208, 0.179)  0.331
H (-4.267, 0.089, 1.829)  0.377
H (-3.204, -0.825, 2.630)  0.380
H (-2.941, -2.109, 0.431)  0.208
H (-4.529, -1.651, 0.635)  0.206
H (-2.142, 0.643, -1.937)  0.411
H (-0.790, -0.492, 0.540)  0.234
H (0.181, 1.071, -1.817)  0.230
H (-0.160, -0.603, -2.004)  0.209
H (2.263, 1.872, -1.686)  0.226
H (1.336, -1.804, 0.343)  0.201
H (4.444, 1.861, -0.511)  0.221
H (3.608, -1.865, 1.278)  0.208
H (5.814, -1.273, 0.495)  0.487
H (-2.368, 1.172, 1.662)  0.498
N (-3.329, -0.331, 1.765)  -0.861
N (-2.220, 0.272, -0.987)  -0.618
O (-4.119, -0.436, -1.842)  -0.598
O (-0.354, 2.582, -0.035)  -0.575
O (5.608, -0.322, 0.264)  -0.642
O (-1.790, 1.936, 1.516)  -0.709

SMILES string = NCC(=O)N[C@@H](Cc1ccc(O)cc1)C(=O)O
HOMO level = -8.494 eV


Which structure is the most stable? The one labeled run one.


Run one
Molecular formula: C4H6O2
Method: DFT, ωB97M-V/def2-TZVPD

Each line ends with the natural charge from an NBO analysis.
Element x y z (Å)
C (1.454, -0.277, 0.136)  -0.685
C (0.041, -0.055, 0.528)  0.191
C (-0.808, 1.099, 0.222)  -0.173
O (-1.861, 0.270, -0.116)  -0.685
C (-0.888, -1.070, -1.194)  0.549
O (-1.634, -1.824, -1.652)  -0.509
H (2.048, 0.166, 0.951)  0.243
H (1.706, -1.337, 0.071)  0.240
H (1.711, 0.226, -0.797)  0.235
H (-0.350, -0.656, 1.347)  0.217
H (-0.410, 1.716, -0.598)  0.176
H (-1.003, 1.751, 1.091)  0.203

HOMO level (spin up / spin down) = -8.633 / -8.635 eV


Run two
Molecular formula: C4H6O2
Method: DFT, ωB97M-V/def2-TZVPD

Each line ends with the natural charge from an NBO analysis.
Element x y z (Å)
C (0.596, 1.450, -0.133)  -0.647
C (0.231, 0.203, 0.678)  -0.017
O (-1.197, -0.041, 0.588)  -0.524
C (-1.050, -1.159, -0.297)  -0.189
C (0.449, -1.148, -0.015)  0.579
O (1.374, -1.885, -0.196)  -0.493
H (1.212, 1.226, -1.012)  0.221
H (-0.370, 1.833, -0.475)  0.238
H (1.092, 2.221, 0.466)  0.224
H (0.571, 0.249, 1.720)  0.206
H (-1.286, -0.914, -1.345)  0.196
H (-1.621, -2.035, 0.023)  0.207

SMILES string = C[C@H]1OCC1=O
HOMO level = -9.967 eV


Which structure is the most stable? The one labeled run two.


Run one
Molecular formula: C6H14N2O2
Method: DFT, ωB97M-V/def2-TZVPD

Each line ends with the natural charge from an NBO analysis.
Element x y z (Å)
C (-2.298, -0.814, -0.585)  -0.433
C (-1.751, 0.302, 2.874)  -0.714
C (-2.552, -0.219, 1.652)  0.680
O (-3.554, -0.860, 1.836)  -0.619
N (-2.038, 0.145, 0.470)  -0.671
H (-1.213, 0.865, 0.244)  0.459
H (-2.607, -1.878, -0.265)  0.232
H (-2.145, 1.230, 3.275)  0.235
H (-3.181, -0.424, -1.284)  0.186
H (-1.427, -0.819, -1.457)  0.195
H (-1.726, -0.629, 3.508)  0.239
H (-0.657, 0.413, 2.510)  0.200
C (1.063, -0.488, -2.552)  -0.727
C (3.203, 0.828, 0.408)  -0.418
C (1.460, 0.281, -1.270)  0.692
O (0.631, 0.966, -0.755)  -0.646
N (2.785, 0.228, -0.917)  -0.626
H (1.975, -0.406, -3.228)  0.220
H (3.443, -0.348, -1.375)  0.400
H (2.794, 1.954, 0.533)  0.218
H (0.670, -1.544, -2.368)  0.245
H (0.191, 0.130, -3.003)  0.245
H (2.686, 0.338, 1.181)  0.199
H (4.250, 0.750, 0.567)  0.209

SMILES string = CNC(C)=O.CNC(C)=O
HOMO level = -9.030 eV


Run two
Molecular formula: C6H14N2O2
Method: DFT, ωB97M-V/def2-TZVPD

Each line ends with the natural charge from an NBO analysis.
Element x y z (Å)
C (2.318, 1.564, -0.774)  -0.724
C (1.441, -1.881, -1.594)  -0.435
C (1.563, 0.341, -1.044)  0.667
O (0.372, 0.340, -0.838)  -0.657
N (2.306, -0.687, -1.399)  -0.603
H (2.580, 2.170, -1.674)  0.243
H (3.321, -0.621, -1.427)  0.421
H (0.719, -1.765, -2.367)  0.214
H (1.684, 2.342, -0.284)  0.247
H (3.293, 1.436, -0.212)  0.225
H (1.975, -2.931, -1.830)  0.213
H (0.777, -2.026, -0.713)  0.224
C (-2.684, 1.684, 0.362)  -0.441
C (-0.959, -1.301, 1.958)  -0.696
C (-1.998, -0.235, 1.768)  0.653
O (-3.159, -0.489, 2.114)  -0.642
N (-1.671, 0.656, 0.761)  -0.637
H (-0.749, 0.765, 0.319)  0.435
H (-3.661, 1.107, 0.569)  0.235
H (-2.654, 2.576, 1.029)  0.191
H (0.015, -0.974, 1.817)  0.203
H (-2.592, 1.901, -0.700)  0.202
H (-1.103, -1.839, 2.953)  0.232
H (-1.135, -2.134, 1.206)  0.231

SMILES string = CNC(C)=O.CNC(C)=O
HOMO level = -8.782 eV


Which structure is the most stable? The one labeled run two.


Run one
Molecular formula: C6H14N2O2
Method: DFT, ωB97M-V/def2-TZVPD

Each line ends with the natural charge from an NBO analysis.
Element x y z (Å)
C (-2.122, -0.165, 0.290)  0.789
C (0.267, 1.877, -0.806)  -0.651
C (1.349, -1.765, 0.196)  -0.647
C (2.765, 0.314, 0.057)  -0.633
N (-0.923, -0.244, -0.806)  -0.717
C (0.336, 0.399, -0.558)  0.173
C (1.404, -0.297, -0.146)  -0.009
N (-1.712, 0.502, 1.469)  -0.877
O (-2.961, 0.507, -0.518)  -0.819
O (-2.494, -1.502, 0.553)  -0.751
H (-1.981, 0.410, -1.288)  0.502
H (-3.323, -1.627, 0.073)  0.495
H (-0.819, -1.211, -1.090)  0.401
H (-2.359, 1.247, 1.687)  0.393
H (-1.587, -0.129, 2.248)  0.383
H (0.060, 2.079, -1.861)  0.216
H (-0.556, 2.301, -0.227)  0.234
H (1.179, 2.395, -0.526)  0.217
H (0.338, -2.156, 0.307)  0.218
H (1.873, -2.363, -0.557)  0.216
H (3.538, -0.345, -0.350)  0.213
H (2.980, 0.429, 1.125)  0.217
H (2.884, 1.285, -0.419)  0.216
H (1.864, -1.940, 1.145)  0.220

HOMO level = -8.705 eV


Run two
Molecular formula: C6H14N2O2
Method: DFT, ωB97M-V/def2-TZVPD

Each line ends with the natural charge from an NBO analysis.
Element x y z (Å)
C (2.057, 0.369, 1.531)  -0.771
C (-1.104, 2.425, 1.392)  -0.416
C (1.048, 1.374, 1.116)  0.682
O (1.169, 2.011, 0.081)  -0.629
N (-0.131, 1.449, 1.837)  -0.637
H (1.922, -0.374, 0.699)  0.324
H (-0.036, 1.399, 2.838)  0.382
H (-2.054, 2.336, 1.931)  0.192
H (3.112, 0.602, 1.477)  0.239
H (1.737, -0.231, 2.385)  0.205
H (-0.820, 3.469, 1.523)  0.193
H (-1.396, 2.161, 0.381)  0.214
C (-1.682, -1.383, 0.021)  -0.425
C (0.721, -1.438, -2.915)  -0.707
C (0.263, -1.281, -1.490)  0.694
O (1.046, -1.174, -0.557)  -0.657
N (-1.072, -1.417, -1.293)  -0.607
H (-1.645, -1.674, -2.077)  0.388
H (-2.479, -0.643, 0.037)  0.199
H (0.059, -2.154, -3.399)  0.213
H (-2.186, -2.327, 0.259)  0.190
H (-0.882, -1.317, 0.751)  0.247
H (0.573, -0.542, -3.528)  0.240
H (1.779, -1.642, -3.001)  0.246

SMILES string = CNC(C)=O.CNC(C)=O
HOMO level = -9.107 eV


Which structure is the most stable? The one labeled run two.


Run one
Molecular formula: C6H14N2O2
Method: DFT, ωB97M-V/def2-TZVPD

Each line ends with the natural charge from an NBO analysis.
Element x y z (Å)
C (-3.326, 0.613, 0.417)  -0.709
C (-0.469, 2.325, -1.409)  -0.430
C (-2.002, 0.828, -0.228)  0.667
O (-1.244, -0.126, -0.352)  -0.635
N (-1.526, 2.109, -0.421)  -0.619
H (-3.402, 1.223, 1.321)  0.231
H (-2.157, 2.889, -0.279)  0.383
H (0.047, 1.366, -1.483)  0.243
H (-4.116, 0.962, -0.274)  0.224
H (-3.644, -0.402, 0.607)  0.246
H (-0.904, 2.578, -2.377)  0.194
H (0.250, 3.017, -0.975)  0.206
C (1.613, -2.570, -1.015)  -0.420
C (2.079, -0.393, 2.017)  -0.719
C (2.419, -1.004, 0.708)  0.664
O (3.494, -0.920, 0.135)  -0.637
N (1.450, -1.800, 0.173)  -0.608
H (0.546, -1.855, 0.620)  0.400
H (2.625, -2.849, -1.304)  0.227
H (1.274, -0.909, 2.529)  0.221
H (1.084, -3.524, -1.005)  0.198
H (1.265, -2.007, -1.896)  0.190
H (3.003, -0.167, 2.545)  0.247
H (1.637, 0.618, 1.946)  0.237

SMILES string = CNC(C)=O.CNC(C)=O
HOMO level = -9.018 eV


Run two
Molecular formula: C6H14N2O2
Method: DFT, ωB97M-V/def2-TZVPD

Each line ends with the natural charge from an NBO analysis.
Element x y z (Å)
C (0.701, -2.803, -0.006)  -0.720
C (-2.069, -0.372, -1.281)  -0.411
C (-0.413, -2.403, -1.015)  0.690
O (-0.785, -3.094, -1.952)  -0.604
N (-1.009, -1.212, -0.525)  -0.667
H (0.510, -3.950, 0.051)  0.240
H (0.397, -2.498, 0.920)  0.210
H (-0.278, -0.677, 0.089)  0.399
H (-1.953, -0.271, -2.300)  0.207
H (1.678, -2.575, -0.277)  0.226
H (-3.039, -0.947, -1.053)  0.208
H (-2.176, 0.567, -0.668)  0.211
C (1.514, 2.432, -0.797)  -0.421
C (-0.196, 0.959, 2.151)  -0.704
C (0.199, 1.826, 0.986)  0.666
O (-0.150, 2.999, 1.016)  -0.606
N (1.039, 1.299, 0.045)  -0.642
H (1.736, 0.654, 0.373)  0.396
H (2.543, 2.651, -0.619)  0.192
H (-0.919, 1.334, 2.787)  0.244
H (1.441, 2.023, -1.810)  0.196
H (0.977, 3.306, -0.718)  0.246
H (-0.512, -0.092, 1.934)  0.217
H (0.765, 0.843, 2.669)  0.226

SMILES string = CNC(C)=O.CNC(C)=O
HOMO level = -9.621 eV


Run three
Molecular formula: C6H14N2O2
Method: DFT, ωB97M-V/def2-TZVPD

Each line ends with the natural charge from an NBO analysis.
Element x y z (Å)
C (-2.062, 1.869, 0.374)  -0.701
C (-2.210, -1.859, -0.278)  -0.413
C (-2.556, 0.432, 0.420)  0.671
O (-3.711, 0.171, 0.703)  -0.629
N (-1.714, -0.501, -0.090)  -0.618
H (-0.971, 1.908, 0.398)  0.210
H (-2.480, 2.402, 1.220)  0.239
H (-0.744, -0.312, -0.250)  0.395
H (-2.720, -2.236, 0.607)  0.215
H (-2.361, 2.331, -0.565)  0.231
H (-2.962, -1.827, -1.042)  0.202
H (-1.374, -2.492, -0.552)  0.196
C (2.451, -1.719, 0.557)  -0.415
C (1.888, 1.780, -0.808)  -0.710
C (1.922, 0.593, 0.145)  0.659
O (1.728, 0.734, 1.343)  -0.627
N (2.279, -0.613, -0.346)  -0.621
H (2.471, -0.781, -1.306)  0.396
H (1.497, -2.018, 0.997)  0.201
H (1.053, 1.599, -1.484)  0.224
H (2.928, -2.541, 0.059)  0.202
H (3.061, -1.442, 1.389)  0.215
H (1.752, 2.642, -0.171)  0.247
H (2.835, 1.878, -1.319)  0.229

SMILES string = CNC(C)=O.CNC(C)=O
HOMO level = -9.552 eV


Which structure is the most stable? The one labeled run three.


Run one
Molecular formula: C4H4O3
Method: DFT, ωB97M-V/def2-TZVPD

Each line ends with the natural charge from an NBO analysis.
Element x y z (Å)
C (0.819, -0.270, -1.505)  -0.710
C (-1.458, 0.293, 1.271)  0.760
C (-0.185, 0.037, 0.872)  -0.117
C (-0.300, -0.035, -0.553)  0.532
O (-1.518, 0.170, -0.877)  -0.599
O (0.937, -0.092, 1.650)  -0.665
O (-2.404, 0.422, 1.951)  -0.431
H (0.842, 0.461, 2.444)  0.489
H (0.883, 0.571, -2.200)  0.252
H (1.767, -0.378, -0.977)  0.236
H (0.617, -1.180, -2.076)  0.252

SMILES string = CC(=O)C(O)=C=O
HOMO level = -8.695 eV


Run two
Molecular formula: C4H4O3
Method: DFT, ωB97M-V/def2-TZVPD

Each line ends with the natural charge from an NBO analysis.
Element x y z (Å)
C (-1.613, 0.276, -0.536)  -0.726
C (-0.468, -0.624, -0.149)  0.509
O (-0.371, -1.794, -0.447)  -0.495
C (0.610, 0.007, 0.738)  0.391
O (0.301, 0.506, 1.794)  -0.454
C (2.067, 0.022, 0.269)  0.340
O (2.643, 1.078, 0.196)  -0.452
H (-2.430, 0.154, 0.183)  0.261
H (-1.976, -0.011, -1.526)  0.247
H (-1.309, 1.328, -0.527)  0.235
H (2.546, -0.940, 0.005)  0.143

SMILES string = CC(=O)C(=O)C=O
HOMO level = -9.735 eV


Which structure is the most stable? The one labeled run two.